Arrangement one

{"formula": "O5S2", "method": "ωB97M-V/def2-TZVPD", "gap_ev": [4.734, 4.862], "lumo_energy_ev": [5.67, 5.65], "charge": -2, "species": ["O", "O", "O", "O", "O", "S", "S"], "coordinates": [[-0.686, 1.823, -0.486], [1.852, 0.012, -1.120], [-3.854, -0.095, 0.277], [0.892, -1.824, 0.195], [1.676, 0.141, 1.332], [-0.948, 0.356, -0.328], [1.068, -0.414, 0.130]]}


Arrangement two

{"formula": "O5S2", "method": "ωB97M-V/def2-TZVPD", "gap_ev": 5.713, "lumo_energy_ev": 6.53, "charge": -2, "smiles": "O=S(=O)=S(=O)([O-])[O-]", "species": ["O", "S", "O", "S", "O", "O", "O"], "coordinates": [[-0.713, 1.913, 0.450], [-1.276, 0.536, 0.302], [-2.063, 0.385, -0.963], [0.660, -0.563, -0.089], [1.518, 0.523, -0.591], [0.413, -1.711, -1.055], [1.060, -1.105, 1.254]]}


What is the least stable structure shown above? It is arrangement one.